[1]
ORCA calculation (ωB97M-V/def2-TZVPD) on a molecular structure, C18H23Cl3N3O3S5W.

Its net charge is +3. The energy above the lowest of the compared OMol25 structures with the same formula, charge and spin comes out at 2680.02 kJ/mol. The LUMO energy (alpha / beta) comes out at -11.291 / -11.277 eV. Its molecular weight is 779.93 g/mol. As for the spin multiplicity: 1. For the HOMO energy (alpha / beta), the calculation gives -16.94 / -16.91 eV. The gap between HOMO and LUMO (alpha / beta) is 5.64 / 5.63 eV.

```
56
Properties=species:S:1:pos:R:3:forces:R:3:mulliken_charge:R:1
W 1.68212 0.02992 -0.21037 1.89 1.13 -1.47 0.47
C -0.74617 -1.47240 -3.33354 0.22 0.23 0.17 -0.94
C -1.77420 -0.54986 -2.64415 0.17 -0.32 0.15 -0.90
S -1.67264 -0.49458 -0.84052 -0.72 -0.38 -0.88 0.59
C -2.91080 -1.59624 0.02129 0.52 0.26 -0.19 -0.91
C -2.39122 -1.68913 1.50713 -0.84 -0.52 -1.48 -0.61
S -0.89967 -0.70208 1.50690 -7.45 1.05 2.51 0.62
C 0.99615 -2.38358 0.60592 0.18 -2.92 -5.11 -0.39
C 2.52511 -1.19575 1.78196 5.23 5.35 1.30 -0.65
S 2.56804 -2.78055 -0.20076 -0.82 -0.16 0.70 0.16
C 1.88787 -4.02771 -1.31191 0.24 0.30 -0.54 -0.79
C 0.77265 -3.47010 -2.18881 0.01 0.30 -0.02 -0.84
S 0.94860 -1.67795 -2.56337 -0.78 0.25 -0.07 0.31
H -0.51920 -1.06018 -4.31514 -0.13 -0.09 -0.07 0.51
H -1.14223 -2.47759 -3.45790 0.07 -0.02 -0.02 0.58
H -2.79840 -0.82115 -2.89804 0.08 -0.03 -0.31 0.67
H -1.59445 0.47844 -2.95131 -0.10 0.03 0.05 0.30
H -2.94496 -2.56443 -0.47022 -0.09 -0.06 0.13 0.38
H -3.88391 -1.11511 -0.01519 -0.02 -0.04 0.04 0.48
H -2.21596 -2.72430 1.80350 0.43 0.08 0.01 0.38
H -3.07360 -1.26458 2.24178 0.14 0.23 0.00 0.47
H 0.19249 -2.97345 0.17343 -0.51 0.65 0.05 0.17
H 0.81044 -1.90416 2.65374 -0.74 0.25 0.29 0.45
H 3.16809 -1.76121 2.45503 -0.34 -0.22 0.13 0.39
H 3.27367 -0.56336 1.04086 -0.86 -1.09 0.66 0.31
H 1.55238 -4.86954 -0.70730 0.06 -0.03 -0.02 0.43
H 2.75085 -4.34350 -1.90010 -0.04 -0.06 -0.02 0.47
H -0.21010 -3.60868 -1.74010 0.00 -0.12 -0.04 0.46
H 0.79988 -3.96564 -3.15841 -0.15 -0.07 0.03 0.57
N 2.25012 1.75900 -4.11432 0.05 -0.03 0.00 -0.42
C 1.89760 1.46502 -2.86583 0.13 -0.16 0.14 0.72
S 3.15727 0.68871 -1.84331 -0.55 0.52 -0.28 -0.25
N 0.68916 1.69007 -2.44855 -0.22 0.12 -0.23 -1.18
N 0.41570 1.49972 -1.06399 1.17 -0.26 -0.42 0.71
C -0.20026 2.53082 -0.57315 -0.35 -0.06 -0.12 -0.05
C -0.86574 2.86332 0.67455 0.13 0.10 0.21 1.38
C -0.96893 4.26029 0.83892 0.07 0.06 0.07 -1.61
C -1.54942 4.84842 1.94667 -0.01 0.07 -0.05 -0.99
C -2.10629 4.05344 2.93123 -0.07 -0.07 -0.01 -0.63
C -2.06178 2.66913 2.80592 0.05 0.08 0.07 -0.50
C -1.45374 2.10608 1.70903 0.84 -0.31 -0.28 0.71
O -1.60505 0.70482 1.67811 -0.52 0.61 0.10 -0.26
H 3.19440 1.60257 -4.42680 -0.03 -0.02 -0.06 0.21
H 1.62733 2.27513 -4.71840 -0.02 0.03 0.05 0.26
H -0.22336 3.35949 -1.27645 -0.15 -0.08 -0.09 0.56
H -0.55297 4.90174 0.07246 -0.03 -0.01 -0.03 0.45
H -1.58676 5.92584 2.02591 0.02 0.00 -0.01 0.47
H -2.59568 4.49457 3.78897 0.02 0.00 0.01 0.46
H -2.51947 2.03156 3.54965 0.04 -0.03 -0.01 0.53
Cl 0.89610 -2.26503 5.12561 0.03 0.06 -0.04 0.03
C 1.49437 0.04802 2.44290 2.27 1.04 1.18 -0.28
Cl 1.20710 -0.29852 4.95109 0.03 0.01 0.31 0.14
Cl 0.93772 -1.11967 1.56078 1.17 -5.85 4.50 -0.44
C 1.69955 1.48818 2.29541 0.94 0.94 -2.09 0.80
O 1.60353 2.33986 3.10007 -0.04 -0.07 0.09 -0.43
O 2.06866 1.62589 0.94907 -0.59 -0.62 1.02 -0.60
```
Forces are in eV/Å.

[2]
ORCA calculation (ωB97M-V/def2-TZVPD) on C16H14FIN2O2 in the gas phase.

As for the SMILES: C#Cc1c(N=C(C)C)c2c(c(F)c1[C@H](I)CC)C(=O)NC2=O. The LUMO energy comes out at -0.855 eV. Its molecular weight is 412.20 g/mol. As for the spin multiplicity: 1. For the HOMO energy, the calculation gives -8.70 eV. The gap between HOMO and LUMO is 7.84 eV.

```
36
Properties=species:S:1:pos:R:3:forces:R:3:mulliken_charge:R:1
C 2.23429 0.69620 1.81045 -0.43 -0.17 0.55 -0.08
C 1.37096 0.56775 0.97779 -0.86 -0.64 -0.22 -0.92
C 0.22273 0.25375 0.10120 0.61 0.11 -0.14 1.40
C 0.47571 -0.39394 -1.15800 -1.59 -0.75 -1.66 -0.99
N 1.75428 -0.78487 -1.60177 -0.30 0.90 2.80 -0.45
C 2.33647 -1.68189 -0.88242 1.15 -0.04 -0.24 0.70
C 3.76645 -1.33597 -0.36244 -0.52 0.05 -0.87 -1.17
C 1.72055 -3.02746 -0.47962 -0.17 0.75 1.69 -1.12
C -0.65624 -0.62925 -1.96889 -1.58 0.03 -0.58 1.19
C -1.99589 -0.30064 -1.60485 1.39 0.77 1.03 0.08
C -2.17086 0.32377 -0.36072 -0.32 -0.02 -0.48 0.64
F -3.44198 0.66537 -0.03689 0.74 0.01 0.12 -0.36
C -1.10228 0.60194 0.52639 0.26 -0.80 -0.22 0.34
C -1.28744 1.25099 1.90051 -0.03 1.11 -0.85 -1.31
I -2.94170 0.43050 3.03585 0.46 0.13 -0.05 0.11
C -1.40817 2.82050 1.70399 1.14 -0.39 0.75 -0.32
C -0.67603 3.48302 2.92191 -0.18 -0.68 -0.12 -1.15
C -3.01378 -0.71149 -2.68519 2.07 0.24 0.86 0.04
O -4.17193 -0.44871 -2.76000 0.05 -0.38 -0.06 -0.49
N -2.20768 -1.46741 -3.61034 -0.74 0.08 0.65 -0.27
C -0.79299 -1.28161 -3.34830 -0.23 0.04 0.51 -0.17
O 0.01881 -1.58844 -4.16914 0.29 -0.07 0.53 -0.50
H 2.81597 0.69061 2.72705 -0.06 0.22 -0.88 0.39
H 3.80493 -0.23238 -0.29190 0.05 -0.68 -0.25 0.32
H 4.55213 -1.67121 -1.06594 -0.22 -0.08 0.59 0.34
H 3.89071 -1.71522 0.66782 0.10 -0.22 -0.68 0.31
H 2.09704 -3.26148 0.54339 -0.19 -0.05 -0.67 0.33
H 2.02167 -3.86897 -1.12830 -0.14 0.65 0.01 0.31
H 0.61760 -2.95273 -0.36639 0.62 -0.15 -0.50 0.32
H -0.39818 1.11577 2.54382 -0.58 -0.38 -0.58 0.53
H -2.45275 3.15461 1.59206 0.52 -0.17 -0.08 0.40
H -0.79379 3.04340 0.80339 -0.73 0.05 0.33 0.34
H -1.05488 2.99490 3.84809 0.06 0.72 -0.38 0.28
H -0.77187 4.58171 2.94686 -0.11 -0.55 0.12 0.37
H 0.40591 3.22593 2.88502 -0.62 0.24 -0.15 0.26
H -2.48290 -2.44529 -3.51043 0.09 0.10 -0.88 0.30
```
Forces are in eV/Å.

[3]
ORCA calculation (ωB97M-V/def2-TZVPD) on 6 unconnected molecules or ions with the total composition C22H47BO18.

As for the SMILES: CC(C)C[C@H](C)COB(O)O.COC(=O)OC.COC(=O)OC.COC(=O)OC.COC(=O)OC.COC(=O)OC. The LUMO energy comes out at 0.465 eV. Its molecular weight is 610.41 g/mol. As for the spin multiplicity: 1. For the HOMO energy, the calculation gives -10.18 eV. The gap between HOMO and LUMO is 10.65 eV.

```
88
Properties=species:S:1:pos:R:3:forces:R:3:mulliken_charge:R:1
C 0.13839 0.51998 -2.53633 0.10 0.05 -0.10 -1.32
C -1.14434 0.92746 -3.26138 0.03 -0.07 0.13 0.92
C -1.45258 -0.03836 -4.40868 -0.05 0.04 -0.20 -1.72
C -2.31573 1.15522 -2.27231 -0.03 -0.01 0.01 -1.34
C -3.34109 0.03411 -2.04792 0.13 -0.12 -0.09 1.18
C -4.64363 0.61540 -1.50159 -0.10 0.06 0.12 -1.79
C -2.82109 -1.05953 -1.12387 0.05 0.04 0.07 -0.94
O -2.55992 -0.53041 0.18078 0.01 -0.20 -0.14 -0.46
B -1.40303 -0.89118 0.82776 -0.07 -0.06 -0.05 0.06
O -1.31405 -1.97292 1.68824 0.43 -0.19 -0.14 0.04
O -0.29502 -0.10522 0.65660 0.22 -0.09 0.14 -0.18
H 0.34903 1.20493 -1.71404 -0.01 -0.04 0.00 0.14
H 0.99725 0.54581 -3.21268 -0.05 -0.08 -0.02 0.54
H 0.06589 -0.48671 -2.11667 -0.01 0.04 -0.01 0.17
H -0.93713 1.89849 -3.72167 -0.07 0.03 0.07 0.39
H -1.21083 -1.07491 -4.15296 -0.11 0.03 0.09 0.30
H -0.86217 0.21700 -5.29178 0.08 -0.05 0.06 0.45
H -2.50053 0.00247 -4.71374 0.04 0.02 -0.03 0.39
H -1.90041 1.39117 -1.28690 -0.02 0.12 -0.05 0.28
H -2.86515 2.04774 -2.58776 -0.03 -0.09 -0.06 0.41
H -3.56301 -0.46333 -2.99860 0.00 0.01 0.07 0.18
H -4.44248 1.41129 -0.78118 0.00 -0.07 0.02 0.35
H -5.24293 -0.14263 -0.99081 0.01 0.01 -0.07 0.41
H -5.24801 1.03613 -2.30658 0.04 0.05 0.01 0.43
H -3.57417 -1.85081 -1.03295 0.01 0.04 0.00 0.41
H -1.91226 -1.51933 -1.53252 -0.01 0.09 -0.05 0.31
H -1.54004 -2.85135 1.36229 -0.32 0.27 0.11 0.21
H 0.49357 -0.52457 1.03099 -0.18 0.12 0.13 0.22
C 6.36881 3.69257 -0.43757 -0.05 -0.03 0.04 -0.74
O 5.33056 3.44577 0.52140 0.06 -0.01 -0.08 -0.22
C 4.14854 3.13502 -0.01413 -0.04 0.04 0.00 0.61
O 3.91134 3.02743 -1.18710 0.00 -0.02 0.01 -0.57
O 3.27909 2.97328 0.98327 0.01 0.04 0.02 -0.18
C 1.95765 2.59231 0.57763 -0.13 -0.13 0.00 -0.88
H 7.25021 3.92389 0.15184 0.02 0.01 -0.03 0.22
H 6.53625 2.81004 -1.05155 0.01 0.00 0.01 0.31
H 6.10065 4.53006 -1.07860 0.01 0.01 0.01 0.33
H 1.98334 1.62923 0.07030 -0.01 0.03 -0.05 0.27
H 1.51762 3.33907 -0.07977 0.06 0.01 -0.03 0.57
H 1.37701 2.50921 1.49125 0.03 0.03 0.02 0.28
C 5.12594 5.10228 3.21322 -0.08 0.03 0.04 -0.22
O 4.58405 6.26791 3.85458 -0.01 -0.01 0.03 -0.34
C 3.60285 6.00996 4.71398 -0.03 -0.03 0.01 0.80
O 3.16179 4.92042 4.97832 0.01 0.01 -0.01 -0.55
O 3.18459 7.16262 5.23772 0.00 -0.01 0.00 -0.33
C 2.12043 7.02636 6.18731 0.05 0.00 -0.04 -0.62
H 5.89581 5.47638 2.54650 -0.01 -0.03 -0.02 0.21
H 5.55294 4.43099 3.95629 0.02 -0.01 -0.01 0.30
H 4.35374 4.57711 2.65579 0.04 0.04 0.03 -0.02
H 2.43536 6.40866 7.02623 0.01 0.02 0.01 0.29
H 1.24874 6.57223 5.71989 -0.01 0.02 0.00 0.30
H 1.90062 8.03767 6.51348 -0.03 -0.01 0.03 0.21
C -0.33358 -8.22868 2.83711 0.00 0.05 -0.01 -0.68
O -0.41030 -6.82755 2.54127 0.02 0.02 0.01 -0.33
C -0.49875 -6.04440 3.61721 -0.11 -0.05 0.10 0.60
O -0.51224 -6.42136 4.76035 0.02 0.02 -0.04 -0.57
O -0.55805 -4.77829 3.21177 -0.18 -0.01 -0.03 0.02
C -0.68414 -3.81246 4.26983 -0.08 0.10 0.03 -0.58
H -0.26733 -8.71889 1.87142 0.00 -0.04 0.02 0.23
H 0.54619 -8.44198 3.44122 0.01 0.00 -0.02 0.29
H -1.22169 -8.55222 3.37628 -0.01 0.00 -0.02 0.30
H 0.15878 -3.88166 4.95363 -0.15 -0.02 -0.02 0.24
H -1.60659 -3.97733 4.82336 -0.01 -0.02 -0.03 0.39
H -0.69679 -2.85452 3.76288 -0.01 0.03 0.07 0.07
C -3.64409 -2.07170 -7.48706 0.05 0.03 0.05 -0.65
O -4.61824 -1.18295 -6.92719 -0.02 0.00 0.00 -0.19
C -5.69388 -0.99340 -7.69002 0.00 -0.02 -0.04 0.73
O -5.89098 -1.49643 -8.76576 0.00 0.01 0.02 -0.56
O -6.51325 -0.15352 -7.06009 0.00 -0.01 -0.01 -0.29
C -7.72020 0.14082 -7.77588 0.06 -0.02 0.03 -0.64
H -2.84583 -2.11085 -6.75219 0.02 -0.03 -0.02 0.14
H -4.06941 -3.06050 -7.64752 -0.03 0.01 0.02 0.32
H -3.27126 -1.68669 -8.43437 -0.02 0.02 0.00 0.34
H -8.29154 -0.76939 -7.94735 -0.01 0.00 0.02 0.30
H -7.49025 0.60265 -8.73407 0.00 0.02 0.01 0.30
H -8.26748 0.82649 -7.13752 -0.03 0.00 -0.03 0.21
C 2.41343 -4.27192 3.83458 0.22 -0.06 -0.07 -0.74
O 2.26319 -3.05288 3.09498 0.07 0.00 -0.03 -0.23
C 3.04041 -2.05510 3.51852 -0.24 0.04 0.27 0.70
O 3.79182 -2.09708 4.45687 0.09 -0.02 -0.11 -0.57
O 2.80722 -0.98974 2.75262 0.01 0.00 -0.10 -0.15
C 3.58049 0.17502 3.08100 0.01 0.05 -0.07 -0.37
H 1.73802 -4.97642 3.35959 0.18 0.07 0.04 0.04
H 3.44101 -4.62574 3.77680 0.01 0.02 0.00 0.44
H 2.14857 -4.12051 4.87973 0.11 -0.03 -0.04 0.35
H 4.64549 -0.03080 2.99082 -0.01 -0.06 0.01 0.33
H 3.36634 0.52237 4.08967 -0.05 -0.08 0.01 0.37
H 3.28248 0.92120 2.35347 0.05 0.06 0.04 -0.18
```
Forces are in eV/Å.

[4]
ORCA calculation (ωB97M-V/def2-TZVPD) on C5H13NS in the gas phase.

As for the SMILES: CN(C)CCCS. The energy above the lowest of the compared OMol25 structures with the same formula, charge and spin comes out at 239.90 kJ/mol. The LUMO energy comes out at 0.942 eV. Its molecular weight is 119.23 g/mol. As for the spin multiplicity: 1. For the HOMO energy, the calculation gives -8.37 eV. The gap between HOMO and LUMO is 9.31 eV.

```
20
Properties=species:S:1:pos:R:3:forces:R:3:mulliken_charge:R:1
C -1.48784 1.21202 -0.75731 0.05 1.72 1.97 -0.93
N -0.93243 0.83035 0.62987 -1.46 1.13 -1.33 -0.07
C -1.01817 1.92952 1.61602 2.83 -1.07 0.63 -0.85
C 0.35680 0.20107 0.48122 1.06 -1.36 3.51 -0.55
C 0.24890 -1.18786 -0.07496 0.65 -1.69 -1.25 -0.56
C 1.57631 -1.96391 -0.53958 -3.38 0.73 2.67 -0.65
S 2.21910 -1.65166 -2.06542 2.03 1.96 -2.56 -0.23
H -1.71491 0.26559 -1.14006 -0.10 -1.11 -1.39 0.33
H -2.52361 1.74221 -0.70531 2.06 -0.59 0.24 0.33
H -0.71923 1.80445 -1.37125 -1.20 -0.77 0.70 0.26
H -0.75451 1.56314 2.67425 -1.13 0.01 -1.35 0.25
H -0.06312 2.49348 1.45872 -1.12 0.98 -0.12 0.33
H -1.97378 2.46772 1.57123 0.62 -0.10 -0.03 0.31
H 1.23240 0.66304 0.06308 -0.02 1.39 -1.42 0.40
H 0.85732 0.09712 1.53207 -1.32 -0.02 -1.09 0.32
H -0.13818 -1.97586 0.54382 -0.53 0.43 1.49 0.28
H -0.47669 -1.26174 -0.85860 -0.21 0.39 -0.99 0.28
H 2.26590 -1.63459 0.22092 0.76 -0.67 0.24 0.28
H 1.18373 -2.96499 -0.41642 1.02 -0.51 0.05 0.34
H 1.86201 -2.62909 -2.86230 -0.61 -0.84 0.02 0.11
```
Forces are in eV/Å.

[5]
ORCA calculation (ωB97M-V/def2-TZVPD) on C3HNOS2 in the gas phase.

As for the SMILES: N#CC(=S)C(=O)S. The energy above the lowest of the compared OMol25 structures with the same formula, charge and spin comes out at 189.15 kJ/mol. The LUMO energy comes out at -2.568 eV. Its molecular weight is 131.18 g/mol. As for the spin multiplicity: 1. For the HOMO energy, the calculation gives -10.01 eV. The gap between HOMO and LUMO is 7.44 eV.

```
8
Properties=species:S:1:pos:R:3:forces:R:3:mulliken_charge:R:1
N 3.10643 -0.66653 -0.14807 -10.23 2.26 2.02 -0.38
C 1.88631 -0.34044 0.06926 10.14 -2.23 -2.07 0.20
C 0.69378 0.46382 0.04389 -1.09 0.13 -0.70 0.14
S 0.86927 2.08299 -0.04546 -0.49 -1.14 0.20 -0.09
C -0.71151 -0.33079 -0.08261 1.03 0.85 0.84 0.61
O -0.77980 -1.51676 -0.04452 0.72 -0.52 -0.13 -0.44
S -2.14849 0.67492 -0.08606 -0.22 0.53 0.09 -0.22
H -2.91599 -0.36722 0.29357 0.13 0.12 -0.26 0.17
```
Forces are in eV/Å.

[6]
ORCA calculation (ωB97M-V/def2-TZVPD) on a gas-phase ion, C8H11N2 (charge +1).

Its net charge is +1. As for the SMILES: C=C[C@@H]1[C@@H]2[NH+]=CN=C(C)[C@H]12. The energy above the lowest of the compared OMol25 structures with the same formula, charge and spin comes out at 269.74 kJ/mol. The LUMO energy comes out at -4.822 eV. Its molecular weight is 135.19 g/mol. As for the spin multiplicity: 1. For the HOMO energy, the calculation gives -13.88 eV. The gap between HOMO and LUMO is 9.06 eV.

```
21
Properties=species:S:1:pos:R:3:forces:R:3:mulliken_charge:R:1
C 1.99595 -0.61614 1.21227 -2.19 1.42 -1.47 -0.74
C 2.00244 0.20063 0.14810 0.50 -1.44 -0.46 -0.57
C 1.14615 0.04020 -1.04811 -4.27 2.07 2.79 -0.33
C 0.01712 1.13227 -1.23416 -0.20 0.02 -1.31 -0.39
N -0.20118 1.96029 -0.07939 0.73 -0.84 -1.07 -0.05
C -0.45982 1.35552 1.04560 -0.72 2.82 2.37 -0.10
N -1.11693 0.22939 1.15850 -0.86 -2.87 -0.63 -0.40
C -1.21797 -0.62897 0.17365 2.86 3.25 -2.17 0.76
C -2.06041 -1.76568 0.18520 -0.91 -0.51 -3.36 -1.22
C -0.35324 -0.35311 -1.11965 0.02 -0.69 1.55 -0.10
H 2.71661 -0.48193 1.94976 1.12 -0.23 1.28 0.37
H 1.06371 -1.17422 1.39644 1.00 -0.24 0.05 0.22
H 2.82917 0.84139 -0.15002 0.20 0.09 0.75 0.40
H 1.65857 -0.20869 -1.86712 1.73 -0.88 -3.29 0.61
H -0.31838 1.69221 -2.14144 0.96 -0.82 0.55 0.42
H 0.17110 2.90042 -0.21437 -0.33 -0.21 0.83 0.29
H -0.47004 1.91145 2.03421 0.76 -0.28 -1.50 0.38
H -2.95225 -1.62025 0.67748 -2.16 0.69 1.17 0.44
H -1.54920 -2.39972 0.83658 1.01 -2.08 0.59 0.30
H -2.30240 -2.11206 -0.89112 0.78 -0.01 2.02 0.32
H -0.59900 -0.90300 -2.07241 -0.01 0.75 1.32 0.41
```
Forces are in eV/Å.

Q: molecular weight of number 2 (C16H14FIN2O2)?
A: 412.20 g/mol